# 1
# C23H31O7P

2 unconnected molecules or ions with the total composition C23H31O7P (ωB97M-V with the def2-TZVPD basis set, the Open Molecules 2025 dataset).

Kohn-Sham gap: 2.222 eV
Molar mass: 450.47 Da
E_LUMO: -0.1180 hartree
HOMO level: -5.43 eV
Electronic energy: -47972.4630 eV
Net charge: 0

XYZ file:
```
62
Properties=species:S:1:pos:R:3:forces:R:3
C -3.1397 2.6786 1.5469 -0.21 -0.16 0.17
C -2.3142 1.4101 1.4258 0.25 0.70 -1.03
O -2.5930 0.5058 2.4748 0.34 0.51 1.16
P -1.2885 0.2287 3.4117 4.09 -2.09 -0.65
C -0.9709 -1.5397 3.4146 -0.90 3.04 -0.54
C -0.0408 -2.0970 2.5463 -0.68 -0.97 1.66
O 0.3733 -3.2486 2.7464 0.57 -0.17 -1.02
O 0.4375 -1.3250 1.4942 -0.40 -0.23 -0.10
C 1.7468 -1.7111 1.1594 0.37 -0.44 -0.42
C 2.7348 -1.1519 2.1633 0.09 0.23 0.14
O -0.0541 1.0043 2.9252 -2.46 -0.40 0.49
O -1.5331 0.6070 4.9801 -1.67 0.25 -1.00
C -0.2905 0.5796 5.6496 1.70 -0.02 0.38
C -0.3815 1.0154 7.1003 -0.58 0.05 -0.16
H -3.0210 3.3329 0.6823 0.11 -0.03 -0.10
H -4.1971 2.4345 1.6457 -0.10 -0.01 -0.04
H -2.8578 3.2419 2.4367 0.11 -0.04 0.01
H -2.5201 0.8825 0.4798 -0.22 0.06 0.18
H -1.2346 1.6389 1.4246 -0.45 0.00 -0.03
H -1.3689 -2.1253 4.2131 -0.10 -0.37 0.22
H 1.7626 -2.8092 1.1240 0.31 0.21 0.03
H 1.9397 -1.3364 0.1465 0.01 0.14 0.04
H 3.7698 -1.4027 1.9299 0.04 -0.11 -0.14
H 2.6435 -0.0671 2.2124 -0.04 0.06 -0.07
H 2.5172 -1.5245 3.1639 -0.07 -0.14 -0.05
H 0.1112 -0.4446 5.5721 -0.05 0.26 0.12
H 0.3952 1.2339 5.0833 -0.14 -0.27 0.44
H 0.5694 0.8771 7.6182 0.03 -0.04 -0.20
H -0.6591 2.0670 7.1709 -0.01 0.06 0.02
H -1.1398 0.4404 7.6314 -0.02 -0.07 0.05
C 0.3814 5.4677 -3.9513 0.49 0.36 -0.19
O -0.8140 4.9602 -3.4077 -0.44 -2.47 0.89
C -0.7900 3.6182 -3.0412 -0.37 0.92 -0.31
C -1.9894 3.0578 -2.5754 -0.20 0.63 -0.14
C -2.0944 1.7344 -2.2548 0.26 -0.05 -0.14
C -0.9904 0.8656 -2.4042 0.22 -0.13 0.07
C -1.1759 -0.5148 -2.1553 0.68 -0.02 -0.26
C -0.3352 -1.6122 -2.4540 -0.16 0.41 -0.15
C -0.6662 -2.8785 -1.9225 0.09 0.04 -0.07
C 0.1416 -3.9584 -2.1325 0.21 -0.67 0.05
C 1.3190 -3.8697 -2.8920 0.43 -1.06 0.38
O 2.1019 -5.0152 -2.9905 -1.91 1.97 0.37
C 3.3247 -4.8599 -3.6702 0.59 -0.06 -0.30
C 1.6063 -2.6351 -3.4937 0.49 -0.28 -0.22
C 0.8024 -1.5461 -3.2931 -0.20 -0.18 0.10
C 0.2407 1.4517 -2.7805 -0.30 -0.11 0.21
C 0.3334 2.7794 -3.0963 0.20 0.64 -0.27
H 0.2329 6.5304 -4.1438 -0.13 -0.16 0.07
H 1.1992 5.3526 -3.2404 0.12 0.05 -0.06
H 0.6127 4.9667 -4.8923 0.11 -0.01 -0.01
H -2.8424 3.7038 -2.4957 -0.28 0.20 0.06
H -3.0357 1.3361 -1.9141 -0.17 -0.03 0.06
H -2.1053 -0.7715 -1.6764 -0.29 -0.08 0.23
H -1.5670 -2.9824 -1.3393 -0.03 -0.05 0.22
H -0.1036 -4.9116 -1.7028 -0.07 -0.24 0.17
H 3.8195 -5.8311 -3.6908 -0.19 0.08 0.10
H 3.1521 -4.5353 -4.6963 0.11 0.02 -0.07
H 3.9618 -4.1487 -3.1429 0.06 0.04 -0.07
H 2.4615 -2.5521 -4.1375 0.16 0.14 -0.17
H 1.0038 -0.6474 -3.8438 0.12 0.06 -0.13
H 1.1362 0.8594 -2.7566 0.17 0.06 0.04
H 1.2819 3.1907 -3.3854 0.28 -0.01 -0.01
```
Forces are in eV/Å.

# 2
# C45H67BN10O

A molecular structure, C45H67BN10O (ωB97M-V with the def2-TZVPD basis set, the Open Molecules 2025 dataset).

Kohn-Sham gap: 3.900 eV
Molar mass: 774.91 Da
E_LUMO: -0.1229 hartree
HOMO level: -7.25 eV
ΔE to the lowest compared entry with this formula, charge and spin: 4.7285 eV
Electronic energy: -65345.5593 eV
Net charge: 0

XYZ file:
```
124
Properties=species:S:1:pos:R:3:forces:R:3
C -1.3867 -1.2463 1.1760 2.26 -0.97 0.31
C -1.8138 -0.0827 0.1643 -0.55 -1.27 2.64
C -1.9887 1.1566 0.9628 -1.88 1.13 3.86
C -0.7474 1.8923 1.2136 3.07 -1.41 3.71
C 0.0795 2.2690 0.0654 1.08 -1.42 -0.39
C 0.5071 0.9888 -0.7273 -0.82 5.19 -2.71
N -0.6794 0.1020 -0.7689 2.47 -6.34 -4.46
O -0.4874 -0.8415 -1.6333 -1.82 3.93 3.81
C 1.7343 0.3694 -0.2233 1.75 1.12 4.47
C 0.8367 1.4864 -2.2657 1.60 -2.11 4.33
C -3.1237 -0.4293 -0.5363 -1.87 6.16 2.75
H -0.3797 -1.3121 1.6829 -0.47 1.57 -0.88
H -1.3109 -2.2241 0.7682 -0.57 -0.87 -1.57
H -1.9661 -1.4492 2.0599 -1.33 1.03 -0.02
H -2.5180 1.0429 2.1043 1.45 -0.37 -3.23
H -2.6857 1.7576 0.4930 -1.64 1.40 -1.34
H -0.2386 1.0814 1.8944 0.14 1.80 -0.85
H -0.6860 2.8224 1.7923 -1.38 -0.68 0.59
H 0.9025 2.9437 0.3019 0.68 -0.83 0.44
H -0.5275 2.9876 -0.3920 -1.23 0.57 -2.23
H 1.6248 -0.1460 0.7796 -0.10 0.83 -0.81
H 2.5975 1.1292 -0.0920 -1.91 -0.45 0.08
H 2.2534 -0.3031 -0.7681 0.71 -2.57 -2.59
H 1.8293 1.8482 -2.3290 0.82 1.04 0.54
H 0.1730 2.0199 -2.7649 -3.32 3.29 -1.32
H 0.9149 0.6851 -2.8688 0.33 -3.49 -1.79
H -3.0589 -1.1796 -1.1237 0.48 -5.78 -3.41
H -3.3050 0.4146 -1.3142 -0.16 -0.86 1.57
H -4.0421 -0.5250 0.2216 2.35 0.36 -1.54
B -1.5268 3.1689 4.2795 -2.46 3.21 -2.48
H -2.3717 4.3256 4.5356 1.49 -2.16 -0.33
H -1.1064 2.7587 5.2055 0.59 -1.22 3.65
H -2.1527 2.3054 3.6376 0.28 0.38 0.18
H -0.4798 3.5570 3.7916 -0.22 0.07 -0.64
N -4.3042 -2.0607 4.5312 2.34 -2.13 1.57
C -4.5787 -0.8231 4.1324 -1.18 1.53 -4.53
C -5.4322 -0.8834 2.8694 1.08 -2.21 0.84
C -5.6551 -2.3441 2.6864 1.67 -0.08 2.60
C -4.9828 -3.0811 3.8312 -0.74 4.77 -3.51
H -3.3012 -2.1513 5.0601 -3.82 -0.26 -1.32
H -3.9093 -0.0290 4.4994 -0.87 -0.16 -0.26
H -5.7982 -0.1381 2.0131 1.03 -1.34 2.75
H -6.1381 -2.8539 1.7986 0.33 0.75 1.52
H -5.0097 -4.0979 4.1027 0.27 -0.79 0.26
N 7.9503 0.6899 2.3441 -2.32 2.28 5.17
C 8.4804 0.2210 1.2446 -1.66 -2.05 -4.87
C 7.2664 -0.1568 0.2502 2.25 2.08 6.81
C 6.1004 0.0852 1.0415 0.62 0.85 1.40
C 6.5251 0.7313 2.3403 -2.36 -1.27 -2.31
H 8.4146 1.0017 3.3400 -1.04 -1.12 -3.91
H 9.5817 0.0519 1.0779 -1.57 0.37 0.37
H 7.3709 -0.5705 -0.6848 0.29 -0.87 -1.80
H 5.0058 -0.2502 0.7458 2.45 1.18 0.75
H 5.6758 1.2441 3.0735 3.25 -1.49 -1.63
N -4.6441 4.0582 -3.1925 -0.66 0.00 -0.66
C -4.3329 2.7551 -3.6554 3.75 0.87 1.73
C -2.8395 2.4713 -3.3963 -5.68 8.59 1.59
C -2.3623 3.8786 -2.8395 -2.47 -0.46 0.10
C -3.5747 4.7335 -2.6758 3.59 -3.36 -1.20
H -5.5437 4.6130 -3.4291 2.04 -1.89 0.72
H -5.2107 2.1572 -3.8523 0.45 -0.35 -0.45
H -2.1902 1.7580 -3.6836 1.55 -2.60 -0.95
H -1.2858 4.2442 -2.5360 -2.45 -1.09 -0.66
H -3.6600 5.7028 -2.2237 -0.03 0.19 -0.17
N 0.2490 0.8040 4.5183 -0.54 -0.89 0.62
C -0.0415 -0.6439 4.1746 3.90 3.57 0.83
C 1.3048 -1.1664 3.9063 -0.90 4.57 1.50
C 2.3868 -0.0941 4.0794 -4.45 1.81 1.49
C 1.6090 1.1595 4.5194 -1.72 -2.89 -1.93
H -0.4968 1.6288 4.9019 1.66 -2.37 -1.51
H -1.1188 -0.9963 4.2523 1.96 0.36 -0.28
H 1.5255 -2.1529 3.6784 0.33 -1.70 -0.41
H 3.4721 -0.1828 4.2429 -0.78 -0.26 -0.60
H 1.6728 2.3259 4.5553 0.72 -2.56 0.23
N -2.6606 -4.6469 -1.0779 0.37 -0.80 1.03
C -1.5403 -5.4911 -0.8409 -1.58 1.50 4.54
C -1.4140 -5.6381 0.6455 -6.87 3.25 -4.78
C -2.7093 -4.9986 1.2263 1.81 1.44 -3.33
C -3.3924 -4.2971 0.0384 3.65 -3.11 3.48
H -2.8880 -4.1868 -1.9466 0.45 -0.36 -0.15
H -1.0132 -5.9841 -1.6333 0.23 0.31 -0.22
H -0.5847 -5.9809 1.1053 2.16 -1.55 1.63
H -2.8797 -4.8390 2.3394 -0.05 -0.20 -1.91
H -4.1847 -3.5585 0.0318 0.11 -0.30 -0.09
N 2.9843 -3.7848 0.6372 1.94 2.06 -2.74
C 1.8213 -3.6225 -0.1049 3.75 1.99 -4.87
C 2.1647 -2.9796 -1.5025 3.95 -1.24 7.27
C 3.6781 -2.6078 -1.3053 -0.73 -0.15 0.19
C 4.1405 -3.2009 -0.0338 -1.52 1.90 -2.12
H 3.1777 -4.2673 1.4953 -0.76 -0.08 0.19
H 0.8793 -3.9408 0.2024 -1.24 -0.72 0.58
H 1.4766 -2.8055 -2.2814 -0.49 0.34 -0.61
H 4.3844 -1.7806 -2.0852 -2.35 -3.16 2.70
H 5.2078 -3.0010 0.4146 -2.63 -0.85 -0.61
N 1.5095 5.6704 0.9506 2.74 1.59 -4.65
C 1.2903 4.9402 2.0019 1.45 -2.45 2.96
C 2.5626 4.1906 2.3300 -2.13 0.88 -2.50
C 3.4372 4.3684 1.1601 -3.01 3.89 0.44
C 2.8023 5.4534 0.3788 0.45 -1.52 -0.26
H 0.8462 6.2399 0.3906 0.52 -0.76 1.21
H 0.2371 4.9926 2.3622 1.37 -0.46 0.60
H 2.7524 3.5287 3.1890 -0.39 0.48 -0.75
H 4.4525 4.0517 0.9896 -0.03 -0.20 0.17
H 3.1398 6.0031 -0.6270 -0.96 -1.43 2.66
N 1.9933 1.0900 -5.7088 -4.06 0.24 -1.05
C 2.9300 1.7860 -5.1139 3.76 1.58 2.21
C 3.9061 0.8252 -4.3746 -6.96 -0.05 -3.84
C 3.1863 -0.4638 -4.5767 -3.54 7.59 -2.89
C 1.9013 -0.2542 -5.3488 9.70 4.81 2.81
H 1.2869 1.7066 -6.2577 1.33 -2.23 1.35
H 2.7317 3.0025 -5.2176 1.41 -3.48 0.42
H 4.7041 1.0994 -3.7682 1.25 0.24 0.71
H 3.4679 -1.3491 -4.3053 1.66 -4.99 1.84
H 1.1758 -0.8626 -5.4906 -4.61 -3.73 -1.52
N -3.8724 -3.7163 -3.8203 4.64 -3.41 -3.39
C -3.9812 -2.5088 -3.3240 1.08 3.33 0.06
C -2.7330 -1.7431 -3.6433 -1.71 -1.40 0.28
C -1.7873 -2.6814 -4.3213 -8.84 -2.04 2.17
C -2.5695 -3.8991 -4.4985 -0.31 5.01 2.88
H -4.2116 -4.6008 -3.4696 -1.01 0.36 -0.07
H -5.0549 -2.3541 -2.9699 2.03 0.85 0.06
H -2.6325 -0.6301 -3.4424 0.01 -1.83 -0.30
H -0.8738 -2.5757 -4.6870 3.75 0.86 -1.44
H -2.2963 -4.7099 -5.0767 0.12 -1.85 -0.61
```
Forces are in eV/Å.

# 3
# C11H22N4O4

C11H22N4O4 in the gas phase (ωB97M-V with the def2-TZVPD basis set, the Open Molecules 2025 dataset).

Kohn-Sham gap: 9.516 eV
Molar mass: 274.32 Da
E_LUMO: 0.0195 hartree
HOMO level: -8.98 eV
ΔE to the lowest compared entry with this formula, charge and spin: 0.8172 eV
Electronic energy: -25915.6754 eV
Net charge: 0
SMILES: NCCCC[C@H](NC(=O)[C@@H](N)CCC(N)=O)C(=O)O

XYZ file:
```
41
Properties=species:S:1:pos:R:3:forces:R:3
C -1.4950 -0.5905 1.6661 0.03 0.04 0.09
C -0.5641 -0.1013 0.5374 -1.07 -0.12 -0.87
C -1.2007 0.2586 2.9421 -1.30 0.14 -0.82
C -2.3606 1.2617 3.2379 0.10 0.03 0.47
C -2.5752 2.3623 2.1828 0.43 -0.55 0.64
C -0.1704 -0.4426 -1.8865 0.85 -0.67 0.47
C -1.2454 -0.4141 -2.9490 0.33 1.91 -1.44
C 0.9148 -1.4445 -2.3467 0.13 -0.20 -0.28
C 2.0920 -1.6313 -1.3665 -0.48 -0.79 -0.19
C 3.3241 -0.7869 -1.6545 1.02 -0.46 0.98
C 3.1324 0.7174 -1.5231 -0.11 -0.50 -0.26
H -1.7950 -2.5178 2.4057 -0.21 -0.13 0.41
H -0.2569 -2.2452 1.8817 0.06 0.02 0.18
H -2.5870 -0.4238 1.3536 1.52 -0.29 0.28
H -0.2470 0.7914 2.8062 -0.35 -0.32 0.26
H -1.1479 -0.4009 3.7913 0.23 -0.30 0.35
H -3.3489 0.7919 3.4104 0.65 -0.08 -0.25
H -2.0728 1.7258 4.2012 -0.32 0.16 -0.47
H -1.4877 3.7791 1.2083 -0.04 -0.63 0.62
H -0.5475 2.7042 2.1594 -0.04 -0.10 0.02
H -1.3131 -1.6589 -0.6051 0.41 0.56 0.42
H 0.2831 0.5403 -1.7057 -0.31 -0.07 -0.53
H 0.4489 -2.4290 -2.5277 -0.14 0.29 0.31
H 1.2609 -1.1601 -3.3463 0.15 0.22 0.18
H 2.4891 -2.6281 -1.5864 -0.39 -0.22 0.39
H 1.7159 -1.6656 -0.3088 0.50 0.31 -0.85
H 3.6720 -1.1341 -2.6417 -0.03 0.60 0.13
H 4.0992 -1.1302 -0.9135 -0.47 0.48 -0.69
H 2.2604 0.9128 -2.1869 0.23 0.59 0.46
H 3.9757 1.2704 -1.9260 0.14 -0.03 -0.11
H 2.1261 0.6315 0.2191 0.03 0.48 0.28
H 3.0059 2.0420 0.0861 -0.27 -0.62 -0.20
H -3.0372 -0.8601 -3.2983 0.07 0.05 -0.11
N -1.2338 -2.0414 1.7284 -0.40 0.50 -0.31
N -1.4559 3.0881 1.9688 0.25 1.27 -0.98
N -0.6785 -0.8556 -0.6068 -0.52 0.29 0.83
N 2.9995 1.0340 -0.0997 0.02 0.22 -0.44
O 0.1439 0.8919 0.6612 -0.18 -0.60 -0.54
O -3.6354 2.5946 1.6412 -0.16 -0.13 0.07
O -1.0768 0.0983 -4.0458 -0.17 -0.93 1.31
O -2.4110 -0.9342 -2.5639 -0.18 -0.40 0.22
```
Forces are in eV/Å.

# 4
# C4H14N2O2

2 unconnected molecules or ions with the total composition C4H14N2O2 (ωB97M-V with the def2-TZVPD basis set, the Open Molecules 2025 dataset).

Kohn-Sham gap (alpha / beta): 10.580 / 5.127 eV
Molar mass: 122.17 Da
2S+1: 2
E_LUMO (alpha / beta): -0.1107 / -0.2966 hartree
HOMO level (alpha / beta): -13.59 / -13.20 eV
ΔE to the lowest compared entry with this formula, charge and spin: 2.2594 eV
Electronic energy: -11441.1334 eV
Net charge: +1

XYZ file:
```
22
Properties=species:S:1:pos:R:3:forces:R:3
C -1.1323 -1.3445 -0.0842 1.39 -0.68 0.27
N -0.2770 -2.1507 -0.9421 0.48 0.38 -0.24
C -0.6083 0.0993 -0.1783 0.24 2.20 0.21
C -1.1305 0.8770 -1.3753 -0.40 -0.37 -0.42
N -0.8921 0.8317 1.0600 0.25 -0.67 -1.07
C 0.0198 0.7843 2.1743 0.53 -0.23 1.09
O 1.1743 1.5557 1.9862 0.09 0.14 -0.73
H -1.0070 -1.5623 0.9865 -0.64 -0.71 -0.13
H -2.1485 -1.4253 -0.4570 -0.31 0.32 0.46
H 0.0814 -3.0439 -0.6343 -0.58 -0.06 0.54
H 0.5442 -1.6255 -1.2067 0.14 -0.03 -0.43
H 0.4906 0.1004 -0.1922 -0.03 -0.41 0.02
H -0.6226 0.5123 -2.2687 -0.15 -0.13 0.00
H -2.1987 0.6739 -1.4775 0.02 0.14 -0.18
H -0.9767 1.9549 -1.3745 0.17 0.00 0.39
H -1.6456 1.5119 1.0441 -0.21 0.02 0.20
H 0.4130 -0.2271 2.2973 -0.32 -0.13 -0.23
H -0.4871 1.0445 3.1032 -0.30 0.24 -0.16
H 1.0296 2.3971 1.5307 -0.21 0.00 0.32
H 3.1789 0.4499 -1.5295 0.17 -0.30 0.06
H 3.3532 -0.9594 -0.9324 1.09 -0.65 0.95
O 2.8417 -0.4544 -1.5297 -1.40 0.94 -0.92
```
Forces are in eV/Å.